[1]
{
  "formula": "C2H13BN3Pb",
  "method": "ωB97M-V/def2-TZVPD",
  "lumo_energy_ev": 3.07,
  "charge": -1,
  "homo_lumo_gap_ev": 4.9,
  "species": ["C", "Pb", "N", "N", "H", "H", "H", "H", "H", "H", "H", "H", "H", "H", "B", "C", "N", "H", "H", "H"],
  "positions_angstrom": [[1.673208, 0.400296, -1.630101], [0.267279, 0.940659, 0.073314], [-0.621330, 0.258919, 2.485396], [2.636202, 1.607806, 1.343687], [-0.323206, -0.703822, 2.642128], [-0.456159, 2.516255, -0.388861], [1.039596, 0.077318, -2.462506], [2.236772, -0.456031, -1.232379], [2.352388, 1.202580, -1.940186], [2.832470, 0.883864, 2.049235], [2.552620, 2.498945, 1.848217], [3.453971, 1.674809, 0.725189], [-0.414337, 0.821797, 3.327743], [-1.638608, 0.261558, 2.339347], [-2.975363, -2.218970, -1.819111], [-1.849569, -1.561769, -0.981830], [-0.998904, -1.058685, -0.343018], [-3.573758, -1.334623, -2.389231], [-3.721999, -2.812999, -1.044291], [-2.471272, -2.997905, -2.602742]],
  "forces_ev_per_angstrom": [[0.2401, -0.1457, -0.7479], [1.4978, -0.0800, 0.6208], [-1.0343, -0.1231, 2.1817], [1.0951, 0.4680, 0.6184], [-0.1286, 0.1894, -0.0078], [-0.7087, 1.2537, -0.9724], [0.3500, -0.0249, -0.1236], [-0.0882, 0.1961, -0.2060], [-0.0489, -0.1256, -0.0796], [-0.1957, 0.4123, -0.5531], [0.1126, -0.4210, -0.2483], [-0.3399, -0.0396, 0.3214], [-0.2244, -0.5002, -0.4376], [0.4601, -0.1237, 0.1784], [-0.6086, -0.4961, -0.1119], [1.8068, 1.1185, 1.3493], [-2.2759, -1.7357, -1.5519], [-0.0490, 0.0658, -0.0771], [0.1228, 0.1042, -0.1179], [0.0169, 0.0077, -0.0350]]
}

***

[2]
{
  "formula": "C2H13N2O2",
  "method": "ωB97M-V/def2-TZVPD",
  "lumo_energy_ev": -3.01,
  "charge": 1,
  "homo_lumo_gap_ev": 9.7,
  "species": ["N", "C", "C", "N", "H", "H", "H", "H", "H", "H", "H", "H", "H", "H", "H", "O", "H", "H", "O"],
  "positions_angstrom": [[-0.542933, 1.338851, -0.363604], [0.460697, 0.271064, -0.150736], [1.809448, 0.631102, -0.749039], [2.765737, -0.430651, -0.708008], [-0.647005, 1.667837, -1.314333], [-1.472136, 0.972407, -0.020615], [-0.428070, 2.092860, 0.296947], [0.488638, 0.068463, 0.924464], [0.079589, -0.692697, -0.487145], [1.602021, 0.834709, -1.806326], [2.193486, 1.571570, -0.331980], [3.053632, -0.797753, 0.173162], [3.236895, -0.633370, -1.563465], [-3.360054, 0.743082, 1.633594], [-2.466082, -0.470245, 1.231161], [-2.641998, 0.468789, 1.053853], [-2.015607, -3.018332, 0.631001], [-0.599151, -2.424586, 0.855904], [-1.517100, -2.193098, 0.695168]],
  "forces_ev_per_angstrom": [[-1.2581, -0.7923, 0.8428], [0.4484, -0.9357, 0.7919], [0.1068, 0.1280, -0.6169], [-1.1404, 0.1505, -0.0671], [0.2409, 0.1702, -0.2626], [0.0281, 0.0681, -0.2744], [0.5465, 0.7229, -0.1323], [0.2326, 0.6011, 0.1144], [-0.0764, 0.3321, -0.8631], [0.1845, 0.0848, 0.0182], [-0.1920, 0.0442, 0.1893], [0.4995, -0.0568, -0.0131], [0.4035, -0.2747, 0.2089], [0.0135, 0.0538, -0.0747], [-0.0572, -0.0815, -0.0554], [0.0920, -0.2507, 0.0954], [0.2052, 0.0788, 0.0197], [-0.0178, -0.3230, 0.1120], [-0.2595, 0.2803, -0.0331]]
}